{
  "formula": "C50H62MgN3O6P2S",
  "method": "ωB97M-V/def2-TZVPD",
  "species": ["Mg", "O", "C", "C", "C", "C", "C", "C", "C", "P", "C", "C", "C", "C", "C", "C", "C", "C", "C", "C", "C", "C", "H", "H", "H", "H", "H", "H", "H", "H", "H", "H", "H", "H", "H", "H", "O", "S", "O", "O", "C", "N", "C", "C", "C", "N", "C", "C", "C", "N", "C", "C", "H", "H", "H", "H", "H", "H", "C", "C", "C", "C", "O", "H", "H", "H", "H", "H", "H", "H", "H", "H", "O", "P", "C", "C", "C", "C", "C", "C", "C", "C", "C", "C", "C", "C", "C", "C", "C", "C", "C", "C", "H", "H", "H", "H", "H", "H", "H", "H", "H", "H", "H", "H", "H", "H", "H", "H", "H", "H", "H", "H", "H", "H", "H", "H", "H", "H", "H", "H", "H", "H", "H", "H", "H"],
  "xyz": [[-0.253819, -0.018805, 0.415894], [-1.704078, 1.271564, 0.615367], [-2.217051, 0.660178, -0.477313], [-3.228718, -0.330374, -0.558749], [-4.494583, -0.166809, 0.102692], [-5.580326, -0.905935, -0.292529], [-5.486862, -1.887471, -1.308594], [-4.232944, -2.218952, -1.795462], [-3.095095, -1.529285, -1.375332], [-1.434593, -2.225730, -1.412429], [-1.466341, -3.595498, -0.168993], [-0.255227, -4.258612, 0.047950], [-0.172446, -5.326343, 0.930625], [-1.302523, -5.731691, 1.634232], [-2.505742, -5.068906, 1.435527], [-2.591890, -4.011614, 0.530260], [-1.398491, -3.301390, -2.928389], [-1.662891, -4.672183, -2.951914], [-1.634555, -5.380726, -4.151105], [-1.346196, -4.736810, -5.345874], [-1.094428, -3.371681, -5.341104], [-1.120754, -2.668833, -4.144361], [-4.593989, 0.616800, 0.850784], [-6.543866, -0.719886, 0.171678], [-6.369073, -2.425646, -1.635157], [-4.124899, -3.077497, -2.452203], [0.629324, -3.934192, -0.493793], [0.773960, -5.832262, 1.088205], [-1.238211, -6.545535, 2.348170], [-3.384889, -5.372428, 1.994657], [-3.537958, -3.502690, 0.371595], [-1.896348, -5.195834, -2.035453], [-1.849821, -6.443098, -4.146943], [-1.314144, -5.296501, -6.275096], [-0.881989, -2.855063, -6.269424], [-0.922902, -1.603127, -4.147270], [2.003759, -4.302779, 7.559466], [0.934595, -4.640638, 8.476765], [0.633167, -6.056680, 8.572631], [0.960257, -3.923509, 9.736923], [-0.566448, -3.987257, 7.672918], [-1.716894, -4.103993, 8.350713], [-2.792935, -3.630435, 7.739312], [-2.763372, -3.048510, 6.481872], [-1.524222, -2.970321, 5.864441], [-0.431496, -3.440415, 6.471732], [-1.310985, -2.373837, 4.529730], [-2.295013, -1.668180, 3.827050], [-2.015249, -1.145036, 2.584822], [-0.812846, -1.279360, 1.987475], [0.137880, -1.964586, 2.670544], [-0.062146, -2.507282, 3.910832], [-3.729120, -3.715205, 8.283997], [-3.669781, -2.692109, 6.010329], [-3.278707, -1.505176, 4.249132], [-2.757980, -0.580841, 2.035088], [1.103785, -2.051906, 2.179375], [0.723354, -3.043694, 4.432213], [-1.446887, 2.984138, -2.040959], [-1.381691, 1.571615, -2.603310], [-0.170390, 1.406495, -3.507044], [-2.652697, 1.245205, -3.374890], [-1.195855, 0.615875, -1.525228], [-1.476131, 3.716784, -2.855328], [-0.571618, 3.180057, -1.413654], [-2.337874, 3.099189, -1.419875], [-0.314092, 1.972219, -4.430836], [-0.029554, 0.352552, -3.756917], [0.741718, 1.764153, -3.021851], [-2.730649, 1.913257, -4.239072], [-3.535344, 1.372939, -2.745723], [-2.637056, 0.209106, -3.724086], [1.584347, 0.467866, 0.961924], [2.241723, 1.726824, 1.528845], [1.347147, 2.472734, 2.942407], [2.241990, 3.308360, 3.911982], [1.987807, 2.957306, 5.379442], [0.499006, 3.031819, 5.714464], [-0.350552, 2.130807, 4.780410], [0.478672, 1.444592, 3.693138], [3.927007, 1.301163, 2.032348], [4.712832, 0.614934, 0.885405], [5.831555, -0.295424, 1.430343], [6.371548, 0.246024, 2.751686], [5.285455, 0.164560, 3.837350], [3.874857, 0.366753, 3.255192], [2.231986, 3.033311, 0.273102], [2.650912, 2.520968, -1.115993], [2.754445, 3.701925, -2.076042], [3.884046, 4.669735, -1.645596], [4.247762, 4.522133, -0.160051], [3.000348, 4.314880, 0.696291], [0.642707, 3.140987, 2.437711], [2.025766, 4.369325, 3.768928], [3.305426, 3.180682, 3.699703], [2.550419, 3.646923, 6.011661], [2.364974, 1.954405, 5.600761], [0.175773, 4.073646, 5.626435], [0.349665, 2.744654, 6.755913], [-1.129131, 2.722979, 4.292136], [-0.861944, 1.357220, 5.354543], [-0.204534, 0.977376, 2.993303], [1.084806, 0.646931, 4.124874], [4.425433, 2.231794, 2.320864], [5.154005, 1.375735, 0.240287], [4.028150, 0.022169, 0.274677], [6.626260, -0.371750, 0.687658], [5.448815, -1.308202, 1.590325], [6.687157, 1.285879, 2.606741], [7.257161, -0.307334, 3.065844], [5.475745, 0.914159, 4.609098], [5.325439, -0.809512, 4.327883], [3.218400, 0.762699, 4.029222], [3.445547, -0.588646, 2.940524], [1.160938, 3.260062, 0.214429], [1.921235, 1.792046, -1.461599], [3.613268, 2.007845, -1.079464], [1.794550, 4.226940, -2.094321], [2.931116, 3.342026, -3.090228], [3.572046, 5.699897, -1.835265], [4.777519, 4.497968, -2.250262], [4.784709, 5.408923, 0.180178], [4.928545, 3.675640, -0.020392], [2.345311, 5.181858, 0.582306], [3.279437, 4.282025, 1.752321]],
  "forces_ev_per_a": [[-0.362, 0.091, -0.526], [-0.058, 0.450, 0.228], [-0.755, -0.880, -0.422], [1.203, 1.029, -0.113], [-0.341, -0.307, 0.330], [0.323, 0.249, 0.133], [-0.052, -0.235, -0.203], [-0.132, 0.061, 0.193], [0.297, 0.019, -0.234], [-0.384, -0.575, 0.282], [0.162, -0.073, -0.119], [-0.098, -0.084, 0.108], [0.023, 0.064, 0.002], [-0.005, 0.054, 0.022], [0.009, 0.053, 0.013], [-0.063, 0.014, 0.115], [-0.015, 0.305, -0.175], [0.019, 0.110, -0.096], [-0.008, 0.073, 0.067], [-0.001, -0.085, 0.018], [-0.027, 0.057, 0.095], [0.020, -0.048, 0.003], [-0.029, -0.056, -0.063], [0.024, 0.020, 0.009], [0.049, 0.024, 0.014], [0.011, -0.014, -0.051], [0.010, -0.015, 0.008], [-0.041, 0.024, -0.013], [-0.003, 0.043, -0.057], [0.036, 0.020, -0.057], [0.050, -0.002, 0.003], [0.003, -0.005, 0.047], [0.025, 0.024, 0.011], [-0.032, 0.044, 0.067], [0.021, 0.011, 0.023], [-0.011, 0.009, -0.008], [0.069, 0.004, -0.013], [-0.073, 0.004, -0.040], [0.026, -0.037, 0.025], [0.023, 0.015, 0.048], [-0.003, 0.038, 0.019], [-0.007, 0.133, -0.280], [0.073, -0.094, 0.232], [-0.039, 0.090, -0.281], [0.005, -0.183, 0.588], [-0.139, 0.048, -0.104], [0.049, 0.313, -0.744], [0.160, -0.315, 0.497], [0.440, 0.086, -0.537], [0.185, -0.432, 0.995], [-0.343, 0.435, -0.718], [-0.181, -0.287, 0.529], [-0.002, -0.013, -0.033], [0.026, -0.017, 0.054], [0.042, -0.021, -0.058], [0.075, 0.002, -0.046], [-0.108, -0.003, 0.023], [-0.054, 0.056, -0.064], [-0.010, 0.100, 0.076], [0.042, -0.068, 0.201], [0.111, -0.077, -0.003], [-0.075, -0.075, -0.073], [0.195, -0.004, 0.082], [-0.007, -0.069, 0.065], [-0.049, 0.010, -0.057], [0.075, -0.011, -0.004], [0.040, -0.021, 0.042], [-0.009, 0.063, -0.014], [-0.127, -0.023, -0.074], [-0.025, -0.047, 0.060], [0.082, -0.034, -0.003], [0.005, 0.090, 0.017], [-0.196, 0.316, 0.141], [-0.101, -0.146, -0.180], [0.017, -0.199, 0.085], [-0.066, -0.110, 0.056], [-0.115, -0.019, -0.047], [-0.008, -0.100, -0.087], [0.121, 0.102, 0.020], [0.045, 0.157, 0.055], [0.032, -0.193, -0.045], [0.027, -0.083, 0.174], [-0.058, 0.077, 0.092], [-0.098, -0.011, -0.027], [0.015, 0.002, -0.097], [0.132, 0.050, -0.014], [0.085, -0.086, -0.058], [0.066, 0.156, 0.068], [0.102, 0.075, 0.090], [-0.066, -0.081, 0.035], [-0.083, -0.038, -0.077], [0.024, -0.088, -0.032], [-0.045, 0.065, 0.037], [-0.002, 0.009, -0.035], [-0.063, 0.019, 0.029], [0.020, -0.016, 0.013], [-0.007, 0.035, 0.000], [-0.006, -0.031, 0.003], [-0.022, 0.027, -0.003], [0.013, -0.020, 0.020], [-0.015, 0.019, 0.014], [-0.093, -0.076, -0.119], [0.044, -0.009, 0.001], [0.054, -0.027, -0.063], [0.003, 0.037, 0.003], [0.001, 0.041, -0.016], [0.000, -0.039, -0.023], [0.012, 0.043, -0.016], [0.000, -0.039, 0.012], [0.010, 0.015, 0.005], [-0.001, -0.010, 0.005], [0.001, 0.020, 0.023], [0.006, -0.039, -0.019], [0.005, 0.037, 0.000], [-0.037, 0.051, -0.038], [0.003, -0.036, 0.026], [-0.022, -0.017, 0.021], [0.002, -0.026, 0.003], [-0.021, 0.024, -0.025], [0.019, -0.019, -0.016], [-0.019, 0.007, 0.003], [0.033, -0.007, 0.010], [-0.028, 0.024, -0.006], [-0.023, -0.008, 0.004], [-0.030, 0.043, -0.065]],
  "gap_ha": 0.1536,
  "energy_ha": -3839.35759,
  "total_charge": -1,
  "lumo_ev": 1.588,
  "e_above_lowest_kj_mol": 202.3
}